Version A
ORCA calculation (wB97M-V/def2-TZVPD) on C5H10O2 as an isolated structure.

```
! wB97M-V def2-TZVPD RIJCOSX def2/J DEFGRID3
* xyz 0 1
C 2.11 -0.93 -0.37
C 0.83 -1.65 -0.08
O 0.29 -1.64 1.01
C -0.12 1.38 -0.72
C -1.43 1.23 -0.50
C -1.11 1.47 0.95
O 0.30 1.58 0.58
H 2.94 -1.63 -0.21
H 2.16 -0.61 -1.42
H 2.21 -0.08 0.31
H 0.40 -2.25 -0.91
H -1.78 -1.40 0.70
H 0.58 1.44 -1.54
H -2.31 1.08 -1.10
H -2.34 -1.09 0.31
H -1.27 0.67 1.67
H -1.46 2.44 1.33
*
```

Results
Frontier orbital gap ... 10.064 eV
LUMO level ... 1.10 eV
Highest occupied orbital energy ... -9.0 eV

***

Version B
ORCA calculation (wB97M-V/def2-TZVPD) on a 2-piece molecular cluster, C5H10O2 overall.

```
! wB97M-V def2-TZVPD RIJCOSX def2/J DEFGRID3
* xyz 0 1
C 2.54 -0.66 -0.12
C 1.23 -0.09 0.26
O 0.30 -0.08 -0.62
C -0.97 0.28 -0.39
C -1.32 1.21 0.72
C -1.86 0.00 -1.49
O -3.04 0.29 -1.51
H 3.23 0.12 -0.46
H 3.01 -1.15 0.74
H 2.42 -1.39 -0.92
H -0.13 -1.47 1.14
H 1.07 0.45 1.19
H -0.82 -1.35 0.83
H -2.39 1.42 0.63
H -1.12 0.81 1.72
H -0.77 2.15 0.61
H -1.37 -0.55 -2.33
*
```

Results
Frontier orbital gap (alpha / beta) ... 7.542 / 7.915 eV
LUMO level (alpha / beta) ... -0.17 / 0.09 eV
Highest occupied orbital energy (alpha / beta) ... -7.7 / -7.8 eV

***

Version C
ORCA calculation (wB97M-V/def2-TZVPD) on an isolated molecule of C5H10O2.

```
! wB97M-V def2-TZVPD RIJCOSX def2/J DEFGRID3
* xyz 0 1
C -0.02 1.90 -1.75
C 0.50 1.54 -0.34
O -0.21 0.36 0.16
C 0.21 -0.85 0.87
C -0.90 -1.46 1.79
C 0.46 -1.73 -0.33
O 1.50 -1.72 -0.95
H -1.10 1.74 -1.80
H 0.15 2.96 -1.98
H 0.45 1.32 -2.55
H 1.60 1.52 -0.38
H 0.23 2.36 0.33
H 1.13 -0.74 1.47
H -0.46 -2.14 2.55
H -1.46 -0.70 2.35
H -1.63 -2.07 1.25
H -0.43 -2.29 -0.70
*
```

Results
Frontier orbital gap ... 10.434 eV
LUMO level ... 1.08 eV
SMILES ... CCO[C@@H](C)C=O
Highest occupied orbital energy ... -9.4 eV

***

Most stable: version C

***

Version A
ORCA calculation (wB97M-V/def2-TZVPD) on a 2-piece molecular cluster, C5H10O2 overall.

```
! wB97M-V def2-TZVPD RIJCOSX def2/J DEFGRID3
* xyz 0 1
C -2.09 -0.24 -0.73
C -0.69 0.25 -1.13
C -0.11 -0.04 1.33
O -0.05 -1.24 1.44
C 0.20 0.71 0.04
C 1.69 0.56 -0.28
O 2.11 -0.08 -1.21
H -2.72 -0.40 -1.61
H -2.03 -1.18 -0.18
H -2.59 0.48 -0.08
H -0.15 -0.52 -1.69
H -0.79 1.09 -1.81
H -0.40 0.58 2.19
H 2.27 -1.57 1.50
H 2.94 -1.26 1.57
H 0.03 1.78 0.25
H 2.39 1.08 0.41
*
```

Results
Frontier orbital gap ... 10.359 eV
LUMO level ... 0.33 eV
SMILES ... CCC(C=O)C=O.[H][H]
Highest occupied orbital energy ... -10.0 eV

***

Version B
ORCA calculation (wB97M-V/def2-TZVPD) on an isolated molecule of C5H10O2.

```
! wB97M-V def2-TZVPD RIJCOSX def2/J DEFGRID3
* xyz 0 1
O -2.58 1.74 0.47
C -1.47 0.98 0.23
C -0.40 1.11 1.01
C 0.85 0.26 0.98
C 1.55 0.04 -0.37
O 0.72 -0.47 -1.39
C 0.15 -1.71 -1.10
H -3.29 1.46 -0.12
H -0.57 -1.64 -0.27
H -1.54 0.30 -0.61
H -0.48 1.84 1.82
H 1.60 0.74 1.62
H 0.65 -0.71 1.45
H 2.40 -0.64 -0.19
H 1.95 0.98 -0.77
H 0.90 -2.46 -0.81
H -0.38 -2.05 -1.99
*
```

Results
Frontier orbital gap ... 9.423 eV
LUMO level ... 0.84 eV
SMILES ... COCC/C=C/O
Highest occupied orbital energy ... -8.6 eV

***

Version C
ORCA calculation (wB97M-V/def2-TZVPD) on C5H10O2 as an isolated structure.

```
! wB97M-V def2-TZVPD RIJCOSX def2/J DEFGRID3
* xyz 0 1
C 1.79 1.61 -0.38
O 1.08 1.03 0.68
C -0.10 -0.76 -0.24
C -0.18 -1.60 1.02
O -1.61 -1.78 0.78
C -1.50 -1.08 -0.46
C -1.36 0.37 -0.19
H 2.63 0.98 -0.68
H 1.17 1.78 -1.28
H 2.18 2.57 -0.03
H 0.77 -0.78 -0.91
H 0.07 -1.12 1.97
H 0.34 -2.57 0.97
H -1.97 -1.44 -1.35
H -1.51 1.06 -1.04
H -1.92 0.72 0.70
H 0.12 1.02 0.44
*
```

Results
Frontier orbital gap ... 10.249 eV
LUMO level ... 0.98 eV
Highest occupied orbital energy ... -9.3 eV

***

Most stable: version B

***

Version A
ORCA calculation (wB97M-V/def2-TZVPD) on CH4NO2 as an isolated structure.

```
! wB97M-V def2-TZVPD RIJCOSX def2/J DEFGRID3
* xyz 1 1
C 0.58 0.08 -0.34
N -0.63 -0.28 0.55
O 0.39 0.14 -1.66
O 0.62 1.31 -0.91
H 1.84 -0.46 0.07
H -0.42 -0.60 1.53
H -1.34 -0.88 0.15
H -1.04 0.67 0.61
*
```

Results
Frontier orbital gap ... 12.035 eV
LUMO level ... -4.35 eV
Highest occupied orbital energy ... -16.4 eV

***

Version B
ORCA calculation (wB97M-V/def2-TZVPD) on an isolated ion of composition CH4NO2 and charge +1.

```
! wB97M-V def2-TZVPD RIJCOSX def2/J DEFGRID3
* xyz 1 1
C -1.40 -0.20 0.02
N 0.23 -0.62 -0.11
O 2.33 0.01 -0.02
O 0.99 0.25 -0.07
H -1.83 -0.88 -0.76
H -1.43 0.81 -0.31
H -1.83 -0.16 1.09
H 2.94 0.79 0.17
*
```

Results
Frontier orbital gap ... 10.283 eV
LUMO level ... -7.28 eV
Highest occupied orbital energy ... -17.6 eV

***

Most stable: version A

***

Version A
ORCA calculation (wB97M-V/def2-TZVPD) on an isolated ion of composition C5H9N2O and charge +1.

```
! wB97M-V def2-TZVPD RIJCOSX def2/J DEFGRID3
* xyz 1 1
C -1.99 0.77 -0.29
C -0.96 1.71 -0.35
C 1.20 0.51 0.27
C -1.96 -0.54 0.07
C 2.41 -1.39 -0.15
N 1.20 -0.54 -0.43
N 0.33 1.56 -0.01
O -3.05 -1.27 0.18
H -3.02 1.12 -0.52
H -1.14 2.70 -0.67
H 1.78 0.80 1.09
H -1.04 -1.16 0.37
H 2.18 -2.41 -0.19
H 3.16 -1.09 -0.87
H 2.80 -1.11 0.87
H 0.92 2.40 0.02
H -2.82 -2.06 0.63
*
```

Results
Frontier orbital gap ... 8.777 eV
LUMO level ... -5.25 eV
SMILES ... C/N=C/[NH+]=C\C=C\O
Highest occupied orbital energy ... -14.0 eV

***

Version B
ORCA calculation (wB97M-V/def2-TZVPD) on a 2-piece molecular cluster, C5H9N2O overall.

```
! wB97M-V def2-TZVPD RIJCOSX def2/J DEFGRID3
* xyz 1 1
C 0.33 -0.64 3.56
C -0.21 -0.80 2.49
C 0.29 0.66 -0.96
C 1.47 1.50 -0.83
C -0.71 -1.47 -0.06
N 0.28 -0.56 -0.42
N -1.96 -1.27 -0.33
O -0.75 1.22 -1.61
H 0.52 -0.39 4.55
H 1.28 2.55 -1.28
H 1.79 1.49 0.22
H 2.33 1.23 -1.53
H -0.39 -2.47 0.06
H 1.09 -0.71 0.03
H -2.28 -0.27 -0.61
H -1.22 0.71 -2.28
H -2.48 -2.10 -0.32
*
```

Results
Frontier orbital gap (alpha / beta) ... 6.122 / 6.408 eV
LUMO level (alpha / beta) ... -5.95 / -5.79 eV
Highest occupied orbital energy (alpha / beta) ... -12.1 / -12.2 eV

***

Most stable: version A

***

Version A
ORCA calculation (wB97M-V/def2-TZVPD) on a 2-piece molecular cluster, C5H9N2O overall.

```
! wB97M-V def2-TZVPD RIJCOSX def2/J DEFGRID3
* xyz 1 1
C -2.07 1.11 -2.58
C 1.39 -0.44 1.54
C 1.29 0.80 0.64
C 0.21 -1.32 1.10
C 0.35 0.40 -0.41
N -2.15 0.46 -1.57
N -0.20 -0.73 -0.16
O -1.73 1.71 -3.50
H 2.33 -0.96 1.37
H 1.33 -0.19 2.60
H 0.89 1.67 1.16
H 2.25 1.12 0.23
H 0.49 -2.37 0.94
H -0.63 -1.30 1.79
H -3.00 0.21 -1.10
H -0.91 -1.14 -0.75
H 0.15 0.97 -1.30
*
```

Results
Frontier orbital gap ... 10.929 eV
LUMO level ... -4.23 eV
Highest occupied orbital energy ... -15.2 eV

***

Version B
ORCA calculation (wB97M-V/def2-TZVPD) on an isolated ion of composition C5H9N2O and charge +1.

```
! wB97M-V def2-TZVPD RIJCOSX def2/J DEFGRID3
* xyz 1 1
C 2.80 -0.88 -0.37
C -4.00 -0.77 0.02
C -1.58 0.10 0.19
C 0.20 1.78 0.29
C 2.47 0.53 0.14
N -2.85 -0.30 0.22
N -1.11 1.39 0.13
O 1.01 0.72 0.16
H 2.02 -1.53 0.13
H 2.63 -0.90 -1.44
H -4.90 -0.77 0.60
H -4.02 -1.39 -0.96
H -0.71 -0.56 0.46
H 3.84 -1.19 -0.14
H 2.82 0.41 1.14
H 3.06 1.19 -0.49
H -1.70 2.18 -0.07
*
```

Results
Frontier orbital gap ... 7.792 eV
LUMO level ... -5.28 eV
Highest occupied orbital energy ... -13.1 eV

***

Most stable: version A